1:
{
  "formula": "C3H3BrF2O",
  "method": "wB97M-V/def2-TZVPD",
  "multiplicity": 3,
  "homo_lumo_gap_ev": [5.71, 9.60],
  "homo_energy_ha": [-0.183, -0.403],
  "total_charge": 0,
  "elements": ["Br", "F", "F", "O", "C", "C", "C", "H", "H", "H"],
  "positions_angstrom": [[1.694, 2.566, -0.369], [-1.005, 2.821, -0.439], [-1.632, 0.223, -0.162], [0.646, -0.356, 0.045], [-0.084, 1.935, -0.228], [-0.303, 0.580, -0.032], [0.192, -1.692, 0.319], [-0.742, -1.852, 0.719], [0.190, -2.130, -0.772], [1.046, -2.095, 0.920]]
}



2:
{
  "formula": "C3H3BrF2O",
  "method": "wB97M-V/def2-TZVPD",
  "multiplicity": 3,
  "homo_lumo_gap_ev": [7.02, 7.34],
  "homo_energy_ha": [-0.237, -0.408],
  "total_charge": 0,
  "elements": ["Br", "F", "F", "O", "C", "C", "C", "H", "H", "H"],
  "positions_angstrom": [[-2.188, -1.226, 0.177], [-0.084, 0.929, -1.532], [0.825, 1.690, 0.236], [-1.638, 1.135, 1.560], [0.191, 0.632, -0.238], [0.907, -0.666, -0.176], [-1.310, 0.438, 0.665], [1.438, -0.653, -1.030], [0.214, -1.473, -0.248], [1.644, -0.805, 0.586]]
}



2 takes first place; second place is 25.5 kcal/mol up.



1:
{
  "formula": "C13H18N",
  "method": "wB97M-V/def2-TZVPD",
  "multiplicity": 1,
  "homo_lumo_gap_ev": [6.35, 6.34],
  "smiles": "C=c1cccc/c1=C/C=[NH+]/C(C)(C)C",
  "homo_energy_ha": [-0.429, -0.429],
  "total_charge": 1,
  "elements": ["N", "C", "C", "C", "C", "C", "C", "C", "C", "C", "C", "C", "C", "C", "H", "H", "H", "H", "H", "H", "H", "H", "H", "H", "H", "H", "H", "H", "H", "H", "H", "H"],
  "positions_angstrom": [[-0.695, -0.367, -0.013], [4.579, -0.932, 0.466], [4.632, 0.313, 1.074], [3.592, 1.137, 0.747], [-2.414, 1.137, -0.676], [2.276, 1.703, -1.101], [1.308, -1.296, -1.113], [-0.056, -1.142, -0.880], [2.444, -0.644, -0.580], [-3.036, -1.233, -0.140], [2.687, 0.757, -0.242], [3.547, -1.455, -0.326], [-2.134, -0.109, 0.215], [-2.104, 0.545, 1.635], [-3.322, 1.520, -0.344], [1.679, -2.260, -1.572], [-3.132, -2.042, 0.650], [-2.666, -1.672, -1.047], [-3.068, 0.565, 2.262], [-4.066, -1.087, -0.261], [-2.533, 0.804, -1.806], [-1.886, 1.659, 1.367], [-0.723, -1.750, -1.423], [-1.234, -0.003, 2.190], [-0.022, 0.147, 0.507], [5.418, 0.666, 1.685], [-1.514, 1.757, -0.644], [3.580, 2.097, 1.096], [2.296, 2.760, -0.672], [1.613, 1.615, -1.983], [5.317, -1.567, 0.850], [3.393, -2.553, -0.436]]
}



2:
{
  "formula": "C13H18N",
  "method": "wB97M-V/def2-TZVPD",
  "multiplicity": 1,
  "homo_lumo_gap_ev": 7.58,
  "smiles": "C=C(C)[NH2+][C@@H](C)C=C=C1C=CC=CC1",
  "homo_energy_ha": -0.388,
  "total_charge": 1,
  "elements": ["N", "C", "C", "C", "C", "C", "C", "C", "C", "C", "C", "C", "C", "C", "H", "H", "H", "H", "H", "H", "H", "H", "H", "H", "H", "H", "H", "H", "H", "H", "H", "H"],
  "positions_angstrom": [[-2.679, -0.693, -0.130], [4.350, 0.689, 0.926], [-1.349, -0.511, 0.700], [2.917, 1.035, 0.774], [-3.947, 1.353, 0.543], [2.149, 0.189, -0.196], [-3.405, 0.905, -1.870], [4.973, -0.180, 0.091], [4.254, -0.759, -0.992], [-0.462, 0.294, -0.242], [-0.842, -1.988, 0.868], [0.826, 0.197, -0.216], [-3.335, 0.587, -0.576], [2.931, -0.610, -1.107], [-1.566, -2.634, 1.526], [-4.308, 0.662, 1.275], [-0.980, 0.977, -0.892], [-3.845, 1.873, -2.046], [4.701, -1.471, -1.706], [2.994, 2.003, 0.233], [2.444, 1.119, 1.659], [4.910, 1.188, 1.694], [-3.370, 1.986, 1.139], [6.078, -0.315, 0.203], [-2.922, 0.278, -2.612], [-3.483, -1.230, 0.367], [0.066, -1.722, 1.505], [-4.743, 1.974, 0.284], [-0.692, -2.394, -0.137], [-2.457, -1.298, -0.961], [-1.625, -0.206, 1.706], [2.414, -1.297, -1.810]]
}



1 takes first place; second place is 8.3 kcal/mol up.



1:
{
  "formula": "C5H30NO10",
  "method": "wB97M-V/def2-TZVPD",
  "multiplicity": 1,
  "homo_lumo_gap_ev": 10.67,
  "homo_energy_ha": -0.483,
  "total_charge": 1,
  "elements": ["O", "O", "O", "O", "O", "O", "O", "O", "O", "O", "N", "C", "C", "C", "C", "C", "H", "H", "H", "H", "H", "H", "H", "H", "H", "H", "H", "H", "H", "H", "H", "H", "H", "H", "H", "H", "H", "H", "H", "H", "H", "H", "H", "H", "H", "H"],
  "positions_angstrom": [[-3.339, -1.983, -3.166], [-1.536, -1.399, 0.314], [-2.604, 0.210, -1.753], [-1.596, -4.046, -1.110], [3.189, -1.349, 3.478], [0.614, -0.299, -2.213], [0.570, -4.082, 1.488], [-1.637, 3.126, 2.209], [0.523, -0.419, 2.474], [2.370, -0.337, -4.407], [-0.873, 1.125, 0.644], [0.855, 2.577, -0.517], [2.780, 1.901, 0.918], [-0.424, 2.573, 0.311], [2.116, 2.869, 0.321], [-0.330, 3.173, 1.717], [2.883, 0.408, -4.054], [2.191, 3.962, 0.458], [0.935, -0.652, -3.052], [0.140, 4.181, 1.699], [1.355, -0.866, 2.717], [-2.484, -3.918, -0.764], [0.467, 2.698, 2.305], [-2.461, -1.590, 0.153], [2.408, -1.437, 4.059], [1.060, 1.530, -0.817], [-0.952, -2.170, 0.323], [0.606, -5.011, 1.742], [-2.553, -1.544, -3.481], [3.717, 2.038, 1.457], [3.622, -0.671, 4.018], [-1.921, -0.463, -1.697], [-1.665, -4.690, -1.822], [0.584, 3.300, -1.277], [-3.097, 0.249, -2.572], [-1.826, 1.041, 0.983], [1.103, -4.008, 0.690], [0.224, 0.152, 3.190], [-0.847, 0.458, -0.141], [-1.352, 2.959, -0.132], [2.412, 0.887, 0.950], [3.016, -1.015, -4.154], [-0.249, 0.874, 1.426], [-3.575, -1.905, -2.247], [1.361, 0.170, -1.836], [-1.708, 3.524, 3.082]]
}



2:
{
  "formula": "C5H30NO10",
  "method": "wB97M-V/def2-TZVPD",
  "multiplicity": 1,
  "homo_lumo_gap_ev": 9.75,
  "homo_energy_ha": -0.437,
  "total_charge": 1,
  "elements": ["O", "O", "O", "O", "O", "O", "O", "O", "O", "O", "N", "C", "C", "C", "C", "C", "H", "H", "H", "H", "H", "H", "H", "H", "H", "H", "H", "H", "H", "H", "H", "H", "H", "H", "H", "H", "H", "H", "H", "H", "H", "H", "H", "H", "H", "H"],
  "positions_angstrom": [[0.134, -3.584, -1.121], [-3.093, -1.224, 1.332], [1.248, 4.289, 1.370], [-0.895, -0.935, 3.365], [-0.523, -1.057, -4.140], [1.189, -1.678, 1.817], [-1.817, 0.618, -2.167], [-3.976, 2.040, 2.088], [-1.224, 1.283, 1.860], [3.108, -4.116, -1.026], [-0.577, -0.943, -0.383], [0.272, 0.007, -1.153], [2.400, 1.380, -1.036], [1.364, 0.590, -0.286], [-0.631, 1.180, -1.601], [3.168, 2.345, -0.568], [1.006, -3.774, -1.497], [0.516, -1.575, 2.522], [2.998, 2.846, 0.366], [3.664, -4.118, -1.815], [0.543, -0.458, -2.098], [0.833, 1.240, 0.421], [-0.054, 1.793, -2.276], [-0.405, -1.913, -0.702], [-0.421, -0.954, 0.626], [-3.675, -1.982, 1.362], [-0.283, -0.629, -4.966], [3.921, 2.809, -1.192], [0.743, 4.689, 0.663], [1.809, -2.273, 2.245], [-1.514, -0.332, 2.935], [-1.072, 1.632, -0.717], [0.213, -4.047, -0.282], [-3.563, -0.434, 1.619], [-1.847, 0.313, -3.083], [-0.668, -0.706, 4.267], [-1.907, 1.917, 1.625], [-3.740, 2.533, 2.874], [2.612, 0.937, -2.001], [1.962, -0.019, 0.391], [-0.739, -1.970, -4.351], [-4.831, 2.375, 1.803], [-0.525, 1.710, 2.361], [-1.547, -0.689, -0.600], [2.070, 4.756, 1.502], [3.754, -3.871, -0.352]]
}



2 takes first place; second place is 49.2 kcal/mol up.